(1)
22
Properties=species:S:1:pos:R:3:lowdin_charge:R:1 method="wB97M-V/def2-TZVPD" e_lumo_ha=0.0390 molar_mass_da=118.18 spin_multiplicity=1 smiles="[H]/N=C/NC.NCCN"
H 0.896 1.846 1.875 0.01
N 0.874 2.261 0.955 0.05
C -0.280 2.061 0.444 -0.36
N -0.522 2.357 -0.861 -0.07
C -1.838 2.272 -1.426 -0.12
H -1.159 1.736 0.999 0.12
H 0.292 2.661 -1.365 0.12
H -1.831 2.505 -2.489 0.08
H -2.259 1.265 -1.342 0.08
H -2.538 2.972 -0.958 0.08
N -0.277 -1.556 1.907 -0.02
C 0.889 -1.801 1.017 -0.30
C 0.412 -1.789 -0.431 -0.31
N 1.449 -1.872 -1.457 -0.01
H 0.109 -1.554 2.848 0.06
H -0.827 -2.410 1.881 0.06
H 1.383 -2.768 1.178 0.10
H 1.601 -0.994 1.191 0.10
H -0.263 -2.630 -0.624 0.11
H -0.186 -0.889 -0.594 0.09
H 1.995 -1.036 -1.506 0.05
H 2.081 -2.639 -1.242 0.06


(2)
22
Properties=species:S:1:pos:R:3:lowdin_charge:R:1 method="wB97M-V/def2-TZVPD" e_lumo_ha=0.0392 molar_mass_da=118.18 spin_multiplicity=1 smiles="N/C=C/N.CNCN"
N -1.690 -0.969 -2.966 -0.03
C -1.907 -0.526 -1.586 -0.21
C -1.326 0.658 -1.266 -0.22
N -1.274 1.377 -0.037 0.01
H -2.675 -1.038 -3.304 0.08
H -1.388 -1.939 -2.942 0.05
H -2.743 -1.032 -1.049 0.11
H -0.841 1.166 -2.110 0.10
H -1.559 2.310 -0.219 0.05
H -0.367 1.397 0.397 0.01
C 2.298 0.637 0.428 -0.14
N 1.298 0.810 1.525 -0.14
C 1.015 -0.576 2.026 -0.34
N -0.053 -1.335 1.407 0.01
H 2.684 1.587 0.057 0.07
H 3.159 0.024 0.772 0.07
H 1.827 0.101 -0.398 0.07
H 1.729 1.360 2.308 0.11
H 0.730 -0.476 3.074 0.10
H 1.917 -1.221 1.987 0.11
H -0.933 -0.795 1.454 0.07
H 0.097 -1.520 0.442 0.03


The winner here is (1), beating the second structure by 0.0380 hartree.


(1)
7
Properties=species:S:1:pos:R:3:lowdin_charge:R:1 method="wB97M-V/def2-TZVPD" e_lumo_ha=0.1292 molar_mass_da=158.00 spin_multiplicity=1 charge=-1
C -0.183 0.533 0.578 -0.77
O 0.120 -2.124 -0.199 -0.58
O 0.725 -0.263 -1.696 -0.61
S 0.853 -0.860 -0.335 0.53
Br -1.989 0.904 -0.121 0.45
H -0.093 0.504 1.601 -0.05
H 0.568 1.306 0.171 0.02


(2)
7
Properties=species:S:1:pos:R:3:lowdin_charge:R:1 method="wB97M-V/def2-TZVPD" e_lumo_ha="0.1138 / 0.1259" molar_mass_da=158.00 spin_multiplicity=1 charge=-1
C -0.183 0.371 0.427 -0.88
O -0.938 -1.701 -1.010 -0.52
O 1.490 -1.065 -0.953 -0.50
S 0.222 -1.196 -0.268 0.49
Br -1.927 0.377 1.168 0.48
H 0.404 0.649 1.206 -0.11
H 0.932 2.567 -0.569 0.03


The winner here is (1), beating the second structure by 0.1468 hartree.


(1)
12
Properties=species:S:1:pos:R:3:lowdin_spin:R:1 method="wB97M-V/def2-TZVPD" e_lumo_ha="-0.0042 / -0.0550" molar_mass_da=289.66 spin_multiplicity=2 s2=0.762
H 0.670 0.972 -1.548 0.06
O -1.409 0.840 0.446 0.09
C -0.074 0.554 0.590 0.53
C -2.086 -0.206 -0.270 0.02
O 0.690 1.227 -0.320 0.07
O 0.043 -0.831 0.435 0.08
C -1.047 -1.328 -0.356 0.02
H -2.405 0.156 -1.256 0.00
H -2.970 -0.489 0.314 0.00
H -0.717 -1.510 -1.388 0.00
H -1.384 -2.273 0.084 0.00
Hg 2.483 -0.031 -0.194 0.12


(2)
12
Properties=species:S:1:pos:R:3:lowdin_spin:R:1 method="wB97M-V/def2-TZVPD" e_lumo_ha="0.0180 / -0.0782" molar_mass_da=289.66 spin_multiplicity=2 s2=0.765
O -0.195 0.821 -0.585 0.02
C -1.524 0.368 -0.301 0.00
H -2.188 0.955 -0.941 0.00
H -1.612 -0.696 -0.551 0.00
H -1.767 0.541 0.753 0.00
O 0.545 -0.285 1.558 0.20
O 1.956 0.816 -0.280 0.21
C 0.882 0.310 0.047 0.05
C 0.880 -1.408 0.743 0.40
H -0.015 -1.865 0.267 0.02
H 1.853 -1.798 1.103 0.01
Hg 1.186 2.241 -1.812 0.08


The winner here is (1), beating the second structure by 0.0132 hartree.


(1)
11
Properties=species:S:1:pos:R:3:lowdin_charge:R:1 method="wB97M-V/def2-TZVPD" e_lumo_ha=0.1637 molar_mass_da=67.06 spin_multiplicity=1 charge=-1
C -1.012 -0.738 -0.483 -0.24
O 0.142 -0.098 0.061 -0.36
H -1.210 -1.661 -0.023 0.02
H -1.840 -0.008 -0.196 0.08
H -0.909 -0.962 -1.599 0.08
H 0.461 -0.490 1.682 0.00
H 1.812 -0.329 1.860 0.00
O 1.145 -0.800 2.358 -0.15
H 0.339 2.501 -1.314 -0.07
H 0.349 0.909 -0.686 0.04
O 0.722 1.675 -1.662 -0.38


(2)
11
Properties=species:S:1:pos:R:3:lowdin_charge:R:1 method="wB97M-V/def2-TZVPD" e_lumo_ha=0.1637 molar_mass_da=67.06 spin_multiplicity=1 charge=-1
C 0.695 -0.128 1.687 -0.38
O 0.205 -0.040 0.422 -0.40
H 0.006 -0.602 2.424 0.04
H 0.866 0.878 2.133 0.04
H 1.614 -0.724 1.760 0.03
H -1.184 -0.463 -0.242 -0.02
H -1.904 -0.015 -1.533 -0.01
O -1.953 -0.703 -0.862 -0.16
H 0.618 0.588 -1.144 -0.02
H 0.472 0.210 -2.597 0.01
O 0.564 0.998 -2.047 -0.13


The winner here is (2), beating the second structure by 0.0231 hartree.